This record from the OMol25 dataset describes C43H33AgF4N10O3PSe2 as an isolated structure. The level of theory is wB97M-V/def2-TZVPD.

```
97
Properties=species:S:1:pos:R:3:mulliken_charge:R:1
Ag 0.045 -0.039 -0.375 0.88
O 3.935 0.738 -1.071 -0.39
C 5.111 0.791 -0.308 -0.75
C 4.826 1.462 1.031 1.26
C 6.211 1.579 1.709 -1.29
O 6.200 2.133 3.014 -0.53
C 3.927 0.620 1.941 -0.73
Se 2.014 0.838 1.563 -0.15
C 4.226 2.862 0.859 -1.31
Se 2.331 2.828 0.351 -0.16
H 4.086 0.236 -1.884 0.23
H 5.887 1.369 -0.830 0.52
H 5.514 -0.209 -0.108 0.19
H 6.878 2.152 1.055 0.46
H 6.631 0.578 1.818 0.46
H 5.833 3.021 2.971 0.35
H 4.063 0.923 2.976 0.63
H 4.150 -0.443 1.850 0.03
H 4.754 3.428 0.090 0.45
H 4.268 3.414 1.798 0.41
N -0.230 -1.681 2.647 0.31
C -1.198 -0.767 2.636 0.20
N -2.119 -0.808 3.607 -0.76
C -3.010 0.174 3.568 0.28
N -3.993 0.155 4.502 -0.39
N -3.048 1.182 2.679 -0.70
C -2.095 1.113 1.760 -0.31
N -1.170 0.178 1.668 1.00
C -2.051 2.225 0.749 0.31
C -2.769 3.392 0.965 -0.69
C -2.668 4.410 0.030 -0.43
C -1.868 4.225 -1.085 -0.74
C -1.197 3.020 -1.223 -0.34
N -1.286 2.046 -0.325 0.38
H -0.293 -2.439 3.306 0.27
H 0.351 -1.799 1.830 -0.53
H -3.873 -0.463 5.284 0.27
H -4.543 0.987 4.612 0.26
H -3.378 3.481 1.852 0.48
H -3.207 5.337 0.173 0.42
H -1.759 4.995 -1.835 0.41
H -0.559 2.819 -2.076 0.52
O -1.250 -2.232 -0.113 -0.31
P -1.567 -3.690 -0.182 1.21
C -1.011 -4.580 1.286 0.57
C -1.869 -4.733 2.375 -0.45
C -1.387 -5.228 3.578 -0.81
C -0.047 -5.572 3.701 -0.66
C 0.812 -5.435 2.618 -0.94
C 0.330 -4.946 1.413 0.01
C -0.900 -4.536 -1.614 0.83
C -0.698 -3.771 -2.760 -0.75
C -0.185 -4.364 -3.903 -0.66
C 0.137 -5.712 -3.900 -0.56
C -0.071 -6.480 -2.762 -0.86
C -0.588 -5.895 -1.617 -0.13
C -3.360 -3.926 -0.231 -0.06
C -4.164 -2.855 0.145 -0.29
C -5.546 -2.989 0.143 -0.62
C -6.125 -4.191 -0.240 -0.49
C -5.324 -5.260 -0.625 -0.70
C -3.945 -5.127 -0.622 -0.46
H -2.910 -4.444 2.289 0.34
H -2.055 -5.334 4.423 0.40
H 0.336 -5.938 4.645 0.40
H 1.862 -5.678 2.723 0.43
H 1.008 -4.818 0.580 0.28
H -0.905 -2.708 -2.738 0.30
H 0.007 -3.767 -4.783 0.42
H 0.576 -6.158 -4.784 0.41
H 0.192 -7.530 -2.759 0.41
H -0.732 -6.491 -0.724 0.44
H -3.694 -1.920 0.426 0.28
H -6.170 -2.155 0.436 0.43
H -7.202 -4.295 -0.248 0.37
H -5.777 -6.193 -0.933 0.41
H -3.321 -5.957 -0.931 0.38
F 1.717 -2.569 -0.195 0.05
C 3.051 -2.763 -0.326 0.68
C 3.718 -3.168 0.808 0.86
F 2.976 -3.232 1.940 -0.53
C 5.079 -3.495 0.834 0.58
C 5.678 -3.328 -0.425 0.04
C 5.006 -2.876 -1.547 0.35
F 5.730 -2.695 -2.668 -0.43
C 3.649 -2.559 -1.560 -0.07
C 2.944 -1.951 -2.698 0.57
C 1.858 -1.095 -2.497 0.61
N 0.955 -0.370 -2.348 -0.94
C 3.284 -2.199 -4.046 -0.51
N 3.513 -2.383 -5.166 -0.80
F 6.985 -3.605 -0.579 -0.41
C 5.765 -3.957 2.016 0.20
C 5.075 -4.272 3.210 0.05
N 4.537 -4.547 4.199 -0.82
C 7.161 -4.185 2.063 -0.09
N 8.298 -4.379 2.157 -0.77
```

Largest force on an atom ... 0.331 eV/A
E_HOMO ... -3.594 eV
Charge ... -1
Multiplicity ... 1
Orbital gap ... 5.01 eV